Entry from the Open Molecules 2025 dataset: C5H7NO in the gas phase (the ωB97M-V functional and the def2-TZVPD basis).

Element x y z (Å)
C -2.131 -0.775 0.240
C -1.269 -0.004 -0.729
C -0.562 1.003 -0.287
N 0.299 1.665 0.304
C 1.188 0.580 0.737
C 2.205 0.190 -0.300
O 1.047 0.073 1.816
H -1.764 -0.638 1.263
H -3.177 -0.460 0.193
H -2.075 -1.843 0.012
H -1.157 -0.300 -1.766
H 2.538 -0.835 -0.134
H 3.049 0.877 -0.201
H 1.800 0.297 -1.309

Properties
- E_LUMO: 0.032 Eh
- Energy relative to the best compared isomer or geometry (same formula, charge and spin): 184.95 kJ/mol
- Max |F|: 0.0123 Eh/bohr
- HOMO level: -9.1 eV
- Frontier orbital gap: 9.97 eV
- E: -8834.286 eV

Atomic partial charges in e from the Löwdin method, atoms 1 to 5:
1 C -0.0894
2 C -0.1366
3 C -0.1402
4 N 0.1708
5 C -0.5079